The molecule C8H7Cl3O2 in a non-equilibrium geometry, computed with the ωB97M-V functional and the def2-TZVPD basis.

Results
Kohn-Sham gap (alpha / beta) ... 7.94 / 7.94 eV
SMILES string ... OC(O)=C1C=CC=C[C@H]1C(Cl)(Cl)Cl

Structure (XYZ):
```
20
Properties=species:S:1:pos:R:3:forces:R:3:lowdin_charge:R:1
Cl -2.33036 0.73508 2.83596 0.208 0.243 -1.508 0.4945
O 1.13117 0.00673 2.85886 0.353 -1.636 -1.752 0.0890
H 0.57861 -2.14859 -0.11265 -1.096 0.501 -1.056 0.1238
C -0.72603 1.03604 0.48069 1.342 0.974 1.589 -0.3895
C 0.00697 -0.27440 0.65377 0.809 -1.545 0.569 -0.1532
C -2.24027 1.16429 0.99556 0.806 -0.314 1.197 -1.4071
C -0.35415 -0.94635 -1.70994 0.128 0.467 1.602 -0.0863
H 0.55653 0.75335 2.89296 -0.851 1.058 0.209 0.0578
C 0.86526 -0.67349 1.67700 -0.484 1.183 0.895 -0.3177
C -0.63613 0.44674 -1.90333 -1.251 0.502 -2.222 -0.1352
H 0.00768 1.76061 0.99619 -1.877 -0.258 -0.296 0.1641
Cl -3.25273 0.04377 0.07627 0.023 0.172 0.517 0.6437
H -0.85503 0.79152 -2.94912 0.681 -0.306 0.939 0.1253
H 2.31992 -1.89184 2.30362 -2.171 0.556 -1.377 0.1846
Cl -2.87716 2.83528 0.83523 0.438 -0.666 -0.003 0.5712
C 0.03261 -1.22947 -0.44125 0.822 -1.520 -0.222 -0.0503
O 1.53567 -1.84723 1.64507 1.520 0.324 1.300 0.0565
H -0.36322 -1.58818 -2.56740 0.226 -0.497 0.050 0.0939
C -0.76432 1.36823 -0.95708 0.954 0.648 -0.782 -0.1702
H -0.70953 2.39715 -1.29117 -0.580 0.115 0.352 0.1050
```
Positions in Å, forces in eV/Å.

The molecule C8H7ClFN3 in a non-equilibrium geometry, computed with the ωB97M-V functional and the def2-TZVPD basis.

Results
Kohn-Sham gap (alpha / beta) ... 6.90 / 6.89 eV
SMILES string ... N\C(F)=C1/C=CC=C/C1=N/C=N/Cl

Structure (XYZ):
```
20
Properties=species:S:1:pos:R:3:forces:R:3:lowdin_charge:R:1
H 2.81470 1.90470 -0.95675 1.728 -0.619 0.491 0.1190
H -0.97620 2.80684 -0.75535 -0.948 -1.052 0.691 0.1362
N 1.00889 1.63526 -0.47352 -1.239 0.191 -0.430 0.0726
H 1.72272 -3.03347 -0.18885 -0.365 -0.265 0.841 0.1381
H -3.35823 2.11649 0.01578 1.651 -1.550 0.227 0.1392
N 0.86155 -2.60599 0.14550 -0.104 1.998 -1.658 0.2108
H 0.51811 -2.49715 1.07670 0.605 -1.237 0.915 0.1188
C 0.66033 -1.37954 -0.38643 1.022 0.050 -2.018 -0.2909
H -1.68141 -1.97035 0.52539 -0.812 0.565 0.386 0.1125
C -2.66469 0.01741 0.48989 1.382 -1.041 0.179 -0.0987
F 1.50983 -1.06329 -1.45127 -1.356 -1.019 2.029 0.0663
C 2.27158 1.23168 -0.30081 -0.676 -0.612 1.090 -0.3616
C -1.62817 -0.87508 0.44145 1.293 -0.069 -0.878 -0.0358
C -0.10151 0.99375 -0.27943 1.001 -2.237 -0.284 -0.2431
H -3.58877 -0.40244 0.79359 -0.978 0.191 0.138 0.0852
C -1.25184 1.79094 -0.34971 -0.681 1.960 -0.269 -0.0570
Cl 4.14817 0.13155 1.03329 0.469 -0.075 -0.103 0.5025
C -0.30594 -0.48298 -0.04688 -0.854 2.269 -0.022 -0.1051
C -2.46358 1.37538 0.07757 -1.676 1.341 -0.447 -0.0736
N 2.50447 0.30628 0.58981 0.536 1.213 -0.878 -0.4355
```
Positions in Å, forces in eV/Å.

The molecule C8H7F3N2 in a non-equilibrium geometry, computed with the ωB97M-V functional and the def2-TZVPD basis.

Results
Kohn-Sham gap ... 8.92 eV
SMILES string ... C/C=N/C=C\C=C(/C#N)C(F)(F)F

Structure (XYZ):
```
20
Properties=species:S:1:pos:R:3:forces:R:3:lowdin_charge:R:1
F 1.32367 -2.53462 -1.58213 0.024 0.550 0.346 0.1406
C 0.40613 -0.05987 -1.85593 -1.408 -1.939 2.422 -0.2142
H 1.82268 1.72241 2.77654 -0.362 1.363 0.011 0.0556
N 0.64105 0.46409 -2.82471 1.178 1.777 -2.464 0.2148
N -0.18961 1.69866 0.80330 1.458 0.585 1.409 0.0765
H -2.97388 0.88841 -0.64063 0.028 0.131 -0.167 0.1072
C -0.22381 -0.90586 -0.86032 1.677 -0.421 -1.919 -0.1803
C 0.14774 -2.32167 -0.96718 0.759 -3.150 0.039 -0.5426
C 1.70912 0.93157 2.07305 0.126 -2.111 1.273 -0.0618
C -1.92544 0.79419 -0.38626 -2.384 -4.262 -1.729 -0.0885
H -2.12159 -1.37154 -0.00003 1.127 0.614 -0.521 0.1619
C 0.93214 1.14241 0.81125 0.737 -0.471 -1.083 -0.1832
H 2.75719 0.56386 1.96157 -1.002 -0.065 -0.409 0.0832
F -0.73482 -3.06904 -1.71261 0.120 0.764 0.803 0.1181
C -1.25816 1.81806 0.01859 0.948 4.715 0.630 -0.1908
F 0.23980 -2.95651 0.25903 -0.354 0.826 -1.034 0.1070
H 1.11829 0.18743 2.72831 0.956 0.665 -1.182 0.1125
C -1.40638 -0.60433 -0.41472 -3.760 1.913 2.148 0.0091
H -1.62702 2.92410 -0.04081 0.361 -2.264 0.015 0.1617
H 1.36289 0.68825 -0.14630 -0.230 0.781 1.412 0.1134
```
Positions in Å, forces in eV/Å.

A cluster of 2 separate species, C8H7FO3 in total in a non-equilibrium geometry, computed with the ωB97M-V functional and the def2-TZVPD basis.

Results
Kohn-Sham gap (alpha / beta) ... 7.92 / 7.91 eV

Structure (XYZ):
```
19
Properties=species:S:1:pos:R:3:forces:R:3:lowdin_charge:R:1
F 0.28361 -0.01916 1.66718 -0.341 0.675 -1.140 -0.3690
C -2.25700 -0.95289 0.66699 -1.114 -0.819 0.870 0.0342
H -1.80813 2.47486 -0.31490 0.292 -0.434 -0.160 0.1495
H -0.73470 -2.42366 -0.24818 -1.121 1.109 0.159 0.1386
C -1.09454 -0.13842 -0.89546 0.473 -0.942 -0.161 -0.1299
H 3.59063 -0.00151 -0.68759 -0.500 -1.825 1.159 0.1352
O -2.39602 0.35139 -1.27979 -0.014 0.543 -0.372 0.1082
C 1.24106 0.74745 -0.21909 -0.575 -0.229 0.063 -0.5062
C -1.33575 -1.48083 -0.14123 1.122 -0.327 -0.026 0.0574
O 1.62900 -0.48848 -0.55623 -2.524 0.374 -0.441 -0.0742
C 2.95114 -0.90967 -0.31414 0.614 4.273 -1.672 -0.0149
C -1.34544 1.65332 0.26917 -1.415 4.901 1.661 -0.0275
C -0.26662 0.95138 -0.37479 0.890 -4.034 0.832 0.0986
H -1.22777 2.21170 1.25084 0.494 -1.521 -0.927 0.1757
H 3.00833 -1.09419 0.71841 0.721 -0.617 1.196 0.0893
O 1.96207 1.66867 -0.01293 0.674 0.876 0.346 0.1426
H -3.02789 -1.33052 1.42892 1.684 0.573 -1.215 0.1469
H 3.04983 -1.66686 -1.02284 0.686 -1.747 -0.472 0.0729
C -2.22181 0.44742 0.06565 -0.048 -0.829 0.299 -0.2274
```
Positions in Å, forces in eV/Å.

A cluster of 2 separate species, C8H7INO3 in total in a non-equilibrium geometry, computed with the ωB97M-V functional and the def2-TZVPD basis.

Results
Total charge ... -1
Kohn-Sham gap ... 6.36 eV

Structure (XYZ):
```
20
Properties=species:S:1:pos:R:3:forces:R:3:lowdin_charge:R:1
H 2.24219 2.35405 -1.39459 0.046 0.517 -3.076 0.0574
H 1.91793 2.93446 0.05482 -1.430 2.629 2.021 0.0492
C 0.43367 0.85201 0.97202 3.594 1.157 0.876 -0.0571
C 2.20722 2.09019 -0.41248 0.850 -2.263 0.342 -0.0269
H -1.06378 -0.98132 -0.59123 1.790 -0.300 -3.560 0.0510
C -1.40342 -0.71168 0.30803 -3.053 1.656 2.592 -0.1954
O 2.02668 -0.19936 -2.42841 -0.334 0.010 0.126 0.1376
C 1.30748 0.92946 -0.21788 -1.428 -1.702 -1.194 -0.1881
C -1.73836 -1.96312 0.93808 -0.589 1.010 -0.016 0.0219
I -4.49756 1.00657 -0.45530 -0.022 0.108 0.003 -0.5288
H -0.93910 0.17626 2.18665 -1.159 -0.168 2.407 0.0906
O 0.66376 -2.15432 -2.33208 0.167 0.704 -0.051 0.1587
C 1.23106 -0.01450 -1.17622 0.922 2.467 1.388 -0.0173
O -2.57811 -3.85954 2.01947 -0.406 -0.514 0.839 -0.0466
H -2.37716 0.00206 0.11511 1.203 -1.634 0.284 -0.0750
H 1.03789 1.41267 1.78980 -1.839 -0.813 -0.871 0.1396
C -0.58902 0.06349 1.23326 1.113 0.989 -1.679 -0.0986
C 1.08337 -1.08815 -2.01247 -0.190 -1.939 -0.578 -0.4466
H 3.23365 1.96138 -0.14543 0.773 -0.654 0.469 0.0928
N -2.19837 -2.81062 1.54885 -0.007 -1.258 -0.320 -0.1185
```
Positions in Å, forces in eV/Å.

The ion C8H7INS2 with charge +1 in a non-equilibrium geometry, computed with the ωB97M-V functional and the def2-TZVPD basis.

Results
Total charge ... +1
Kohn-Sham gap ... 7.71 eV

Structure (XYZ):
```
19
Properties=species:S:1:pos:R:3:forces:R:3:lowdin_charge:R:1
C 1.25672 2.99520 0.25030 0.250 -2.785 0.307 -1.0058
C 3.22448 1.69077 -0.47640 -2.545 1.216 0.113 -0.3845
H 2.58365 -0.18599 0.34194 -0.951 1.466 -0.779 0.1523
I -0.14360 4.32653 0.89956 -0.014 0.487 0.006 1.0083
N 0.13929 0.90072 1.27279 -0.606 0.099 0.995 -0.2940
H 4.06038 1.39738 -0.96004 2.726 -0.891 -1.196 0.0413
C 1.15614 1.58341 0.55905 1.121 2.618 -1.542 -0.4545
C 2.28022 0.87728 0.04827 1.035 -1.584 1.773 -0.1389
S 2.74295 3.33364 -0.62822 -1.510 -0.717 1.240 1.0244
H -2.71756 -0.59370 1.86983 -0.721 -0.347 -0.758 0.1238
C -1.71089 -0.26252 1.83029 -0.420 1.321 0.381 -0.0836
S 0.54785 0.31900 2.83060 -0.941 -0.488 -0.216 1.1783
H -1.82623 2.28273 -0.29184 0.065 -1.577 -0.256 0.0598
C -1.12471 0.61666 0.89722 0.979 0.304 -0.509 -0.2571
C -0.98970 -0.44251 2.96705 1.228 -0.226 -1.231 -0.2926
C -1.63114 1.16305 -0.42711 3.083 1.503 1.388 0.0205
H -1.33097 -1.21622 3.63143 0.472 0.332 0.948 0.1032
H -2.49918 0.62164 -0.61823 -1.347 -0.705 -1.168 0.0657
H -0.71519 1.07345 -1.12271 -1.904 -0.025 0.503 0.1334
```
Positions in Å, forces in eV/Å.